[1]
67
Properties=species:S:1:pos:R:3 method="wB97M-V/def2-TZVPD" largest_force_ev_per_a=19.17 e_homo_ev=-7.35 smiles="CCCOc1ccc(C(=O)NC(=S)N2CCN(c3cc4c(cc3F)c(=O)c(C(=O)O)cn4CC)CC2)cc1" gap_ha=0.25006
H 2.4358 -1.2565 -4.8481
C 3.1914 -0.8884 -0.8964
O -1.6969 -1.3212 -1.8602
C -1.4778 4.2167 3.0776
H 3.0642 -3.5844 -3.9293
O 1.0053 1.8611 3.8588
N 1.3266 -3.3535 -3.0379
H 4.1962 -0.5288 -0.9945
C -0.3415 1.5548 -0.3510
N 0.6753 -1.4639 -4.2428
C -0.9369 -0.0758 -1.8817
H -0.0719 1.1952 -2.8093
H -0.8113 -2.6099 -5.1559
H -1.2686 -1.7026 3.4009
C -1.7429 2.6106 1.3562
H -0.2540 -0.3021 2.8575
H -2.7215 2.7483 5.0395
H -0.3836 -4.3934 -3.7467
H -1.4813 -1.8349 -3.9087
H -2.8957 4.9149 3.9945
H -1.0972 3.0807 5.5819
C -0.6275 2.4900 0.6841
O -2.2700 3.2630 2.4488
H 1.6379 -4.2764 -4.6796
C 0.7894 -2.4295 -0.8197
N 0.4202 -1.2103 1.2466
H -0.4534 3.5202 3.3290
C -0.0330 -3.4729 -3.0709
C 3.1064 -1.8510 -1.8516
C 2.2337 -0.4684 -0.0876
H -0.5606 -3.1785 1.5835
H -1.0674 5.0295 2.3233
C -2.1448 3.5116 5.4079
H 0.0891 -2.9652 -0.5971
C 1.8145 1.6017 2.9968
H -3.3650 -0.0075 -0.6289
O 2.8381 2.4121 2.8500
F 3.7242 -2.0027 -2.9106
H -2.6837 -2.4489 2.4815
H 1.3780 -2.3700 -5.9141
C 1.7016 0.6689 1.9681
C -1.3807 0.8910 -0.9181
H -3.9885 1.4177 1.3460
C -2.5919 0.7500 -0.2380
N -0.2645 0.4042 -2.9717
C 0.6585 -0.3731 -3.7664
C 1.9289 -3.5047 -4.2097
C -0.5839 -2.3309 -4.2543
H -0.0480 3.1055 1.2561
C -2.0038 4.7393 4.4007
S 1.9589 0.8540 -4.1542
C -2.8400 1.5535 0.9634
C 0.4889 -0.2201 2.1104
H -0.7652 -3.5363 -2.4468
C 2.6794 0.3399 1.1253
H 3.4619 2.1624 2.3897
C -2.0170 -1.7389 2.5090
H -2.4033 3.9439 6.3313
C -0.8368 -2.0655 1.3380
H -2.2749 -0.9458 2.5920
C 1.7551 -2.1384 -4.9292
H 0.4078 1.8190 -0.8859
C 1.6198 -2.7536 -1.9842
H -1.5919 -2.0627 0.3322
O 3.6095 1.0988 0.9355
C 1.1098 -1.6172 0.2075
H -1.3294 5.5251 4.6573

---

[2]
65
Properties=species:S:1:pos:R:3 method="wB97M-V/def2-TZVPD" total_charge=+2 largest_force_ev_per_a=8.66 spin_multiplicity=2 e_homo_ev="-13.99 / -13.68" gap_ha="0.37072 / 0.17304"
O -0.8105 1.7276 -1.4109
N 3.1760 0.1233 -3.5778
O 0.9009 2.4518 1.1357
H 1.5328 5.1568 2.5121
H 3.1095 2.3507 -4.3813
N -2.7944 3.2472 1.2639
H -1.8980 4.3032 -2.8027
H 3.7458 0.3442 -4.3820
O 1.8710 -2.0682 2.0591
H 0.1017 2.3081 3.3381
N -0.4480 -2.9742 4.0485
C 3.0937 -2.4230 2.1189
H 0.8766 3.6597 -1.1118
H 2.9581 -0.8565 -3.4654
C -0.7627 -4.1267 -0.3397
N 0.0178 3.8226 -1.6178
H -2.3459 -3.4514 -1.3187
H -1.0074 0.2677 -4.9477
H 0.7414 3.8465 3.7573
H 0.5051 -5.6020 0.3641
N 2.5440 2.2011 -3.5580
H 0.4707 -3.1472 3.6663
H -0.5753 0.9161 -3.3345
N -1.8607 -4.2822 -1.0112
N -3.8664 1.7338 2.0504
N -2.3529 -2.1914 4.0209
O -0.3131 -3.1549 0.1923
N 3.5849 -3.4951 1.5127
H -0.1744 4.5553 -2.2859
N 1.5540 4.5052 1.7406
H -0.7675 -6.0678 -0.6981
C -0.8279 -0.9771 -3.5097
H -1.2405 -2.7673 -4.4155
H 3.8292 -0.8754 3.0520
H -4.5516 2.4165 2.3413
N 4.0550 -1.7863 2.6787
N 0.3247 3.2517 3.0553
N -1.8484 3.3786 -2.3993
H 2.1223 2.9707 -3.0579
H -1.9230 3.5926 0.8879
H -2.3299 -5.1673 -1.1397
N -1.1723 -1.7598 -4.4389
H 3.0840 -4.1567 0.9369
H 4.9764 -2.1674 2.8395
O -1.7968 1.2691 1.6199
C -2.6861 2.0706 1.7702
C 0.8659 3.3686 1.9087
H -2.5478 2.6555 -2.4897
C -1.2827 -2.2787 3.3679
H -3.1624 -1.7755 3.5828
H -1.2400 -1.3477 -5.3585
H 4.5372 -3.6806 1.7932
O -1.0622 -1.6227 2.3748
H -0.6736 -3.1595 5.0154
H -3.6064 3.8173 1.4528
H 1.9416 4.7790 0.8490
C 2.4228 1.0569 -3.0620
N -0.2969 -5.3339 -0.1882
H -3.9039 0.7247 2.0692
O 1.6230 0.8539 -2.1592
H -2.5327 -2.5478 4.9487
N -1.0245 0.2424 -3.9382
O -0.4083 -1.3388 -2.3930
C -0.8436 2.9090 -1.8097
Tl 0.3725 -0.2946 0.2779

---

[3]
58
Properties=species:S:1:pos:R:3 method="wB97M-V/def2-TZVPD" largest_force_ev_per_a=1.93 e_homo_ev=-10.23 gap_ha=0.36508
C 3.6525 -1.9547 -0.6848
C 4.4162 -5.3738 1.9515
F -6.4285 0.4088 -3.1259
H 7.6383 -4.2259 1.8704
O 1.1524 0.2728 -2.4803
H -2.4880 -0.9506 1.2555
O 4.7990 -2.0102 0.1831
H 1.0129 -0.2899 1.1015
Br 0.5693 3.0717 -1.9860
F -4.6477 4.6117 -2.6024
O 4.4108 -4.3076 0.9931
S -0.2627 0.3240 -2.5507
O -1.6363 0.9200 1.2744
O 0.1472 0.2605 2.9323
O 3.6723 -2.3429 2.4762
O -1.3014 2.2122 3.3679
F -6.1514 2.8435 -3.2208
C -0.5480 2.7147 4.4818
H 3.5893 -6.0416 1.7235
H -2.4429 1.4969 -3.4690
C -2.5917 3.5576 -2.6271
C -4.8935 2.3644 -3.1043
O 6.1396 -2.8368 2.0979
O 0.4541 2.3503 1.4789
F -0.7784 -0.4873 -1.3505
H 3.6640 -0.9983 -1.1997
H -0.4954 1.9502 5.2559
C -2.5854 -0.0137 1.8029
H -1.0655 3.5878 4.8701
C -1.8359 2.3375 -3.1653
H 1.7365 -1.0072 2.5543
H -2.1063 3.8732 -1.7080
P 4.6680 -2.8271 1.5274
F -4.2552 3.2804 -0.9614
H 0.4596 3.0012 4.1813
F -4.4458 2.2461 -4.3656
H -1.2862 2.6398 -4.0546
F -3.7261 0.8092 -1.5233
F -5.9262 1.2546 -1.1370
H 6.8751 -3.7323 0.3457
P -0.4973 1.5133 2.1991
C 0.8032 -0.7053 2.0884
F -4.3037 -0.0363 -3.5196
H 3.7144 -2.7608 -1.4146
H 4.3052 -5.0006 2.9695
H 0.1557 -1.5772 1.9854
N -0.8551 1.8546 -2.1647
H -2.4718 4.3885 -3.3105
S -5.0854 0.6457 -2.3137
C -4.0732 3.4105 -2.2908
H -2.4264 -0.2019 2.8636
H -3.5869 0.3852 1.6550
O -0.8580 -0.1489 -3.7487
C 7.2119 -3.3872 1.3221
H 5.3541 -5.9227 1.8653
H 7.9733 -2.6224 1.1888
H 2.7245 -2.0431 -0.1200
F -5.2427 -0.7805 -1.6640

---

[4]
43
Properties=species:S:1:pos:R:3 method="wB97M-V/def2-TZVPD" total_charge=-1 largest_force_ev_per_a=0.90 e_homo_ev=-6.44 gap_ha=0.31163
H -0.9529 -0.9754 1.2335
F -3.8994 -3.3162 -3.5068
C -1.8761 1.1813 -0.1076
C -1.6317 1.7027 1.3291
F -5.4916 -2.9380 -5.1035
O -3.9403 -1.2133 -4.6029
H 0.5001 -1.3226 -0.2820
S 1.7815 -1.7830 2.8263
O 0.9844 -2.9029 3.1990
O -3.8420 0.9876 -4.1559
H 0.4678 1.5117 1.8054
C -5.4032 -0.4700 -2.9644
H -0.5747 -0.9354 2.9220
N 1.1145 -0.8443 1.6760
B -4.7384 -2.3777 -4.0860
H 4.8016 2.7931 0.1595
F -2.7768 1.5621 2.0204
H 1.6675 1.2197 -0.0359
O -5.6306 -1.7598 -3.0476
Br -2.8686 2.2918 -1.3183
O -5.9436 0.3110 -2.2265
H 3.7484 0.3793 1.7054
F -2.5534 0.0285 0.0085
H 1.6087 -2.4701 0.4119
F 1.6528 -0.7507 4.0009
H 2.4803 -0.9226 -1.4463
C -0.4711 1.0357 2.0700
C 4.9073 1.7911 0.5781
H 3.5111 -1.1879 -0.0220
H 5.3924 1.1500 -0.1623
C 1.4028 -1.3981 0.3166
C 3.5665 1.2158 1.0309
C 2.6662 0.7918 -0.1452
H 3.0529 1.9808 1.6221
F -0.6753 0.9096 -0.6437
H 3.0761 1.2525 -1.0500
C 2.5889 -0.7242 -0.3786
O 3.1686 -1.9476 2.5552
H -0.6481 1.2666 3.1224
H 5.5953 1.8660 1.4251
C -4.2962 -0.1135 -3.9846
Br -1.2185 3.6275 1.2913
C -0.3030 -0.5028 1.9605

---

[5]
107
Properties=species:S:1:pos:R:3 method="wB97M-V/def2-TZVPD" total_charge=-5 largest_force_ev_per_a=4.29 e_homo_ev=-1.03 gap_ha=0.29869
F -6.7566 2.7598 4.1715
C -0.0694 -1.3136 -1.1010
O 0.8871 -8.6825 -0.1543
O 8.8354 -0.9690 -4.2830
O 7.9243 0.8405 -5.4713
O 3.1376 -2.9753 2.5957
F -3.2678 -5.4667 -0.3937
F 3.2337 0.6784 -2.3314
O 1.5780 0.3210 -10.1989
C 3.5299 -0.4129 1.9818
C -5.5885 3.3593 4.3783
N 7.1217 0.5056 -2.9885
O -1.1844 4.6028 0.4606
F 0.0006 -2.2691 -0.1740
F -1.9431 -10.3423 -1.9191
O 0.3870 -5.4828 -1.2599
C -2.2249 -5.1298 -1.1371
C -1.0284 0.6914 -10.5538
S -2.8869 0.9685 1.2547
S 0.6926 -1.9527 4.6992
F -0.3249 -1.8501 -2.2798
S -0.4819 5.0712 1.6475
S 5.5872 0.9510 -3.6605
S -0.2949 -0.6979 -7.0675
F 10.7598 0.9113 -3.5003
N -1.4250 0.1427 0.8332
Li -0.1247 -0.6069 2.0283
F -1.1705 1.3387 -5.5008
F -1.7116 -2.1779 5.7726
F 0.8333 0.5540 -5.0096
F -4.7743 -0.9248 0.8123
O 0.3330 6.2553 1.5636
O -3.0120 6.2633 4.4511
F 3.0104 0.7885 2.3257
S -2.2857 2.6156 6.9246
O -4.9248 1.1304 5.8146
C 9.5528 1.5151 -3.5753
S -4.6924 2.5535 5.8401
F 0.1913 -10.3673 -2.2066
F 9.6845 2.5506 -4.3940
F -4.8911 3.1104 3.2730
O 0.8175 -1.0294 5.8009
F 9.2581 1.9774 -2.3624
N -0.9957 -7.6287 -1.3639
O 3.2445 -1.3345 4.4439
F -0.1876 3.6657 5.5561
F 0.1309 2.5438 2.3591
O -2.6389 1.8329 2.4026
F -4.0894 7.9723 2.1483
C -3.6335 6.7172 1.9693
S 0.3524 -0.1837 -9.6244
F 4.7534 -0.7801 -1.7861
O -2.3937 1.3373 7.5661
F -4.8712 0.0737 2.7369
C -0.3970 0.2410 -5.4081
C -1.1850 -1.8572 4.6015
O -0.7635 -6.1872 0.8070
F 1.0797 -0.6437 -1.2145
N -1.3785 5.0198 2.9693
F -3.3126 -1.3385 2.3826
S -0.5665 -8.7299 -0.3159
C -0.5203 2.5373 6.1716
S 8.1687 0.2944 -4.1266
F -0.9833 -0.4601 -4.3903
C -0.7631 -10.3464 -1.2727
O -3.5239 1.7205 0.1845
S -1.5247 -0.1457 -0.7527
S -2.1937 6.4855 3.2692
S -0.7312 -6.1481 -0.6456
N -3.1957 2.9041 5.4918
F -3.2205 6.5312 0.7491
C -4.0596 -0.4181 1.7806
O 5.1422 0.0650 -4.7187
O 0.1134 -1.5879 -9.8915
O -1.3363 -8.8475 0.9095
F -1.1937 1.9789 -10.2173
F -5.6707 4.6653 4.5599
O 0.7136 -1.7245 -6.8348
F 3.2498 -0.6980 0.7331
F -0.8316 0.6974 -11.8792
F -4.6438 5.9440 2.2549
F 0.2917 2.2879 7.1884
C 4.5376 0.4626 -2.1463
F -1.6345 -2.7420 3.7152
O -5.1895 3.2205 7.0286
F -2.4734 -5.3063 -2.4409
F 1.3495 4.0923 3.2326
F -1.5789 -0.6344 4.2679
F 4.8338 -0.2958 2.1971
N 1.1986 -1.3824 3.1042
F 1.7188 3.5706 1.2087
F -2.0188 -3.8378 -0.8924
F 4.8817 1.3098 -1.1760
O 5.5373 2.3886 -3.8130
O -1.3044 1.0963 -1.4524
S 2.7231 -1.7054 3.1527
N 0.1972 0.4197 -8.0652
O -2.2515 3.7732 7.7695
F -0.6975 -11.4066 -0.5012
F -0.4268 1.5158 5.3507
Li -1.9332 3.3233 3.8890
O -2.6752 -0.9277 -1.1854
C 0.7584 3.7031 2.1123
O -1.6250 -1.2696 -7.2852
O -1.4269 7.6777 3.3209
F -2.1656 0.0316 -10.3373
O 0.9383 -3.3380 5.0468

---

[6]
9
Properties=species:S:1:pos:R:3 method="wB97M-V/def2-TZVPD" total_charge=+3 largest_force_ev_per_a=9.12 spin_multiplicity=2 e_homo_ev="-25.61 / -25.60" gap_ha="0.20297 / 0.20235"
C -0.3273 -0.3947 -0.7416
C 1.6871 0.1662 0.1800
Ga 1.9198 -0.0978 2.8898
O 1.4181 0.1440 1.3611
H -2.4004 -0.3179 -0.7293
C -1.4760 0.2555 -0.6917
H -1.5234 1.3434 -0.6445
O 0.8815 0.3701 -0.7786
H -0.1792 -1.4688 -0.8452